Record 1
{"formula": "C26H52N3O36S8", "method": "the ωB97M-V functional and the def2-TZVPD basis", "homo_lumo_gap_ha": 0.280, "charge": 1, "homo_ev": -12.075, "multiplicity": 1, "symbols": ["O", "O", "O", "O", "O", "O", "H", "C", "O", "C", "O", "H", "C", "H", "C", "H", "H", "H", "H", "H", "O", "C", "O", "H", "O", "H", "C", "C", "O", "S", "H", "C", "C", "S", "H", "S", "H", "H", "H", "C", "C", "H", "H", "H", "O", "O", "O", "H", "S", "O", "O", "O", "O", "H", "C", "O", "O", "H", "H", "O", "H", "O", "C", "N", "C", "O", "H", "O", "H", "H", "S", "H", "H", "O", "O", "H", "O", "S", "H", "H", "H", "N", "C", "S", "H", "C", "C", "H", "C", "O", "H", "H", "H", "H", "H", "H", "C", "H", "O", "H", "C", "H", "O", "O", "H", "H", "C", "H", "S", "H", "N", "H", "O", "H", "C", "H", "C", "C", "O", "O", "O", "C", "H", "H", "C"], "coordinates": [[-2.202, 2.980, -3.221], [-1.813, -1.021, -2.145], [-7.113, -5.626, 2.340], [1.634, 4.863, 3.543], [9.096, 1.084, 2.753], [8.146, 3.313, 3.066], [-1.553, -2.212, 1.135], [-11.588, -5.359, 4.675], [2.450, 2.694, 2.925], [-0.624, -1.679, -1.774], [5.817, -1.616, 4.274], [-4.580, -6.616, 4.165], [-5.249, -6.624, 3.311], [7.731, -0.800, 4.396], [2.529, 1.881, -6.504], [2.195, -0.804, -2.225], [2.203, 2.893, -6.285], [1.256, 2.339, 4.566], [1.719, -2.238, -1.382], [8.869, 5.242, 3.179], [2.824, 3.335, -11.157], [8.621, 4.506, 2.413], [-0.647, 4.575, -2.175], [3.178, 6.595, -11.243], [3.513, -0.790, 4.385], [1.969, 1.181, 0.582], [-0.896, -3.360, 2.793], [3.465, 5.561, -11.408], [-8.683, -6.910, 3.728], [-1.654, 4.491, -3.172], [6.962, 0.756, 2.325], [1.143, 2.590, 3.510], [1.980, 0.144, 0.920], [4.074, 3.494, -10.178], [-5.329, -4.587, 2.544], [-12.572, -3.079, 4.427], [-6.248, -4.847, 4.042], [-0.812, -2.463, -1.037], [3.554, -0.270, -0.452], [2.640, -0.755, -0.118], [-2.680, -2.020, 5.586], [-0.259, 4.182, 4.023], [-4.851, 4.487, -2.000], [-2.792, -1.054, 5.099], [-1.436, 4.913, -4.504], [4.189, -2.314, 2.564], [9.689, 2.407, 4.757], [-0.738, 1.776, -0.776], [4.497, -1.265, 3.477], [-11.811, -1.959, 4.002], [3.677, 3.168, -8.849], [10.477, 3.102, 2.544], [-3.271, -3.805, 4.120], [0.903, 0.880, -7.551], [6.373, 0.337, 3.126], [4.398, -0.761, -6.023], [-2.984, 5.164, -2.603], [0.636, 1.079, -5.802], [2.432, 0.089, 1.901], [4.210, 5.078, -10.277], [-12.382, -5.954, 5.128], [-11.608, -4.046, 5.259], [6.950, -0.956, 3.660], [0.328, -0.678, -1.253], [0.540, 3.968, 3.319], [-6.329, -7.544, 3.544], [7.846, 4.901, 1.764], [3.293, 4.648, 1.728], [0.577, 1.809, 3.007], [-3.300, 2.676, -1.508], [-7.644, -7.069, 2.774], [1.516, 4.877, -10.749], [2.976, -1.667, 0.371], [-2.663, -2.041, -2.650], [-7.832, -7.848, 1.607], [-1.387, -1.240, 2.630], [2.930, -0.606, -4.052], [9.365, 2.334, 3.382], [-3.190, -2.302, -1.878], [-1.578, -4.094, 2.372], [3.130, 1.886, -7.414], [0.543, -0.250, 1.098], [-11.841, -5.114, 3.204], [2.996, 4.198, 3.039], [0.105, -3.779, 2.714], [1.383, 0.895, -6.577], [-0.943, -2.024, 2.024], [0.807, -2.390, 0.835], [0.460, -1.649, 1.562], [5.062, -0.038, 2.636], [-4.065, 2.098, -3.009], [-10.941, -4.763, 2.696], [-12.232, -5.987, 2.691], [-10.626, -5.830, 4.856], [9.584, 3.525, 0.733], [0.178, 4.112, 2.298], [-0.040, -0.036, -0.142], [-4.517, 4.382, -3.744], [-1.116, -3.166, 4.188], [1.138, -1.728, 2.413], [-3.472, 2.893, -2.566], [7.328, -1.591, 2.858], [3.948, 4.278, 4.083], [-12.816, -4.059, 3.188], [1.831, 4.588, -12.476], [10.541, 4.852, 1.434], [-2.422, -3.080, 4.563], [-1.854, -1.961, 6.290], [3.269, -0.204, -5.380], [4.096, 5.492, -12.294], [-0.994, 0.922, -0.300], [-3.594, -2.281, 6.108], [-13.799, -2.915, 5.116], [-4.705, -6.947, 2.421], [2.278, 4.624, -11.487], [-1.923, 0.863, 0.082], [-4.094, 4.261, -2.745], [1.740, -1.151, -1.300], [5.196, 2.871, -10.770], [1.996, -0.383, -6.320], [3.334, 1.379, -5.408], [-5.938, -5.294, 3.096], [6.242, 1.076, 3.918], [-0.172, -2.129, -2.657], [9.850, 4.044, 1.655]]}

Record 2
{"formula": "C26H52O52S13", "method": "the ωB97M-V functional and the def2-TZVPD basis", "homo_lumo_gap_ha": 0.380, "relative_energy_kcal_mol": 96.2, "homo_ev": -10.549, "multiplicity": 1, "symbols": ["C", "O", "H", "S", "C", "S", "H", "H", "O", "C", "H", "O", "C", "C", "O", "S", "C", "H", "S", "H", "H", "H", "H", "C", "O", "C", "O", "C", "O", "O", "H", "H", "H", "H", "S", "H", "C", "H", "O", "H", "S", "H", "H", "H", "H", "C", "C", "H", "H", "O", "O", "C", "O", "O", "C", "O", "O", "H", "O", "O", "O", "H", "H", "H", "O", "S", "O", "S", "H", "O", "O", "H", "O", "O", "H", "O", "O", "C", "O", "O", "S", "H", "O", "H", "H", "O", "H", "O", "S", "C", "S", "H", "C", "C", "H", "C", "C", "O", "H", "C", "C", "C", "H", "C", "O", "O", "H", "O", "H", "O", "H", "S", "O", "O", "O", "H", "O", "H", "H", "O", "H", "O", "O", "H", "H", "H", "O", "O", "H", "C", "H", "O", "O", "H", "O", "O", "H", "S", "H", "O", "O", "C", "O"], "coordinates": [[2.867, -3.069, 3.619], [0.106, -0.773, -0.560], [1.940, 2.236, 5.582], [0.428, -0.159, 5.388], [4.464, -2.169, -2.851], [3.800, -3.008, -0.662], [1.212, -5.000, -0.372], [1.025, 7.165, -4.204], [-3.662, -2.760, 1.472], [3.114, -2.793, -3.013], [-3.521, -3.815, 4.483], [-0.468, 5.654, -2.568], [2.784, 2.450, -0.923], [-0.729, -4.061, -0.319], [4.157, 3.441, -3.490], [4.636, 2.510, -2.487], [1.882, 2.522, -6.209], [0.857, 7.175, -1.887], [-0.379, 4.556, -3.604], [7.577, -0.920, 1.760], [-1.598, -3.940, 0.355], [-2.210, 5.905, 0.280], [1.389, 5.444, -1.723], [1.340, 6.262, -3.674], [-5.579, -3.995, 2.047], [2.814, 1.141, -1.550], [-3.991, 1.100, 3.202], [-2.969, 5.637, -0.459], [0.860, 1.113, 0.778], [3.444, -3.031, 4.907], [-4.813, 2.268, 0.811], [4.551, -1.160, -3.261], [1.796, 0.909, -1.908], [-6.317, -2.952, -2.569], [0.180, -0.215, 0.923], [5.145, -2.852, -3.361], [0.568, 2.266, -6.687], [-2.685, 3.599, 0.016], [-1.237, -4.497, -1.561], [-2.406, 3.944, -1.667], [1.174, 0.448, -5.182], [5.751, 0.122, -0.466], [-0.204, -3.086, -0.262], [-8.081, -2.380, -2.722], [7.494, 0.393, -0.059], [-3.013, 4.247, -0.806], [3.239, -4.488, 3.393], [-2.737, -0.991, -0.168], [-8.176, -1.806, -0.412], [0.866, 5.086, -4.368], [-4.325, 5.972, -0.049], [-2.072, -0.132, -0.131], [-4.015, -4.887, 0.263], [-3.314, 3.003, 4.672], [2.883, 0.287, 5.555], [-1.335, -0.111, 1.110], [3.053, -5.261, 4.656], [-6.263, 2.763, 1.705], [3.210, -3.693, -1.895], [1.874, -4.099, 6.351], [-0.021, 3.380, -2.822], [2.727, 2.167, -6.790], [2.503, 2.343, 0.109], [-6.107, 1.171, 3.373], [6.189, 1.377, 1.222], [-5.259, 5.113, -0.987], [-2.153, 2.580, 2.499], [3.182, -4.246, 5.762], [-0.259, 2.865, -6.265], [1.908, 1.765, -4.961], [0.504, 0.203, -3.950], [-2.626, 0.779, -0.273], [-0.393, 0.538, 6.316], [1.805, -0.455, 6.047], [2.178, 3.197, -1.451], [2.791, -2.171, -0.075], [4.787, -2.085, -1.443], [2.165, 1.410, 4.888], [-1.490, 4.634, -4.559], [0.998, 0.809, 4.341], [-4.263, -4.165, 1.450], [-1.928, -3.652, 3.549], [0.742, -1.272, 1.732], [-2.619, -1.655, 2.843], [3.115, -3.443, -3.875], [6.054, 2.120, -2.337], [3.437, -2.375, 3.041], [-3.305, -4.698, 2.516], [-5.622, -0.615, -1.595], [-5.284, 2.302, 1.783], [-3.369, 2.553, 3.305], [-5.275, 0.169, 2.033], [-7.123, -2.303, -2.229], [6.583, -0.867, 1.282], [-4.319, -1.916, 3.345], [0.840, 6.177, -2.317], [-3.459, -2.363, 2.871], [5.598, 1.465, 3.594], [-7.070, -3.150, -0.278], [6.489, 0.299, 0.324], [-3.003, -3.676, 3.529], [-5.303, 1.090, 2.622], [0.306, -5.233, 1.119], [-1.005, -0.059, -1.196], [-4.392, 3.854, -1.072], [-5.565, 0.772, -1.273], [2.729, 1.869, 4.067], [-6.216, -1.348, -0.396], [2.409, 6.016, -3.738], [-0.488, -6.357, -0.367], [0.480, 2.125, -7.759], [5.226, 0.883, 2.326], [-5.287, 5.678, -2.302], [5.568, -0.595, 2.277], [3.719, 1.197, -2.566], [1.809, -2.762, 3.550], [0.240, 0.899, -6.299], [-1.333, -0.718, -2.016], [3.199, 0.385, -0.838], [-6.442, 4.742, -0.259], [-0.682, 0.914, -1.628], [2.115, -0.501, -5.794], [4.378, -4.504, 6.507], [6.453, -1.844, 0.807], [2.209, -2.194, -2.990], [-2.781, 6.261, -1.349], [-4.454, 3.269, 2.506], [-0.092, -1.304, 4.721], [2.125, 3.528, -5.878], [-7.253, -2.231, -0.801], [3.390, 0.660, 6.417], [-2.368, -6.582, -1.904], [4.615, -3.892, 0.122], [3.602, -0.332, 5.010], [3.852, 0.909, 1.872], [-4.420, -1.368, -1.915], [4.296, -4.534, 3.185], [-1.072, -6.013, -1.756], [2.714, -5.047, 2.616], [0.017, -6.203, -2.760], [4.114, 2.871, -1.049], [0.205, -5.165, 0.039], [-6.642, -0.963, -2.642]]}

Record 3
{"formula": "C26H53As3NPdSi2Te", "method": "the ωB97M-V functional and the def2-TZVPD basis", "homo_lumo_gap_ha": [0.311, 0.214], "charge": 1, "homo_ev": [-10.540, -10.629], "s2": 2.011, "multiplicity": 3, "symbols": ["H", "H", "C", "H", "H", "H", "N", "H", "H", "H", "H", "H", "H", "C", "C", "C", "H", "H", "H", "H", "Si", "H", "As", "As", "H", "C", "C", "H", "H", "H", "H", "C", "H", "C", "C", "H", "C", "H", "C", "H", "C", "H", "C", "H", "H", "H", "C", "H", "H", "H", "C", "C", "H", "H", "C", "H", "H", "H", "Te", "C", "H", "H", "C", "Si", "H", "C", "H", "H", "H", "C", "H", "H", "H", "C", "H", "Pd", "H", "H", "C", "H", "H", "C", "H", "As", "C", "C", "H"], "coordinates": [[-2.803, 1.813, -2.517], [-1.551, 3.041, -2.293], [4.025, -0.052, 0.450], [4.064, -1.103, 0.168], [-4.688, -2.602, 3.736], [-2.863, 1.217, 2.540], [1.441, -7.464, -2.825], [1.667, -0.404, 2.846], [-6.257, -0.206, 0.557], [-5.333, 1.276, 0.793], [-2.173, -2.594, 3.568], [1.726, -2.069, 2.197], [0.723, 5.901, -2.263], [1.775, -4.057, -2.125], [0.908, 0.790, -3.436], [2.506, 2.492, 0.701], [-4.347, -2.760, 2.007], [-1.226, -0.516, 5.724], [3.261, 0.895, -4.731], [-6.003, -2.558, 2.570], [-4.808, -0.376, 2.594], [4.880, 0.469, 0.020], [2.374, 0.762, -0.195], [2.881, 4.531, -2.353], [-2.602, 0.016, 3.813], [-2.980, 0.166, 2.802], [-5.285, 0.187, 0.858], [3.860, 1.784, -1.890], [2.582, -4.179, -2.835], [2.616, 2.321, 1.771], [3.619, 4.836, -4.802], [1.234, -6.433, -2.362], [1.615, 3.093, 0.533], [-1.251, -2.437, 3.009], [0.977, -5.148, -1.783], [4.072, 0.020, 1.534], [1.589, 5.808, -1.607], [-0.941, -1.742, -2.948], [1.522, -2.820, -1.554], [3.379, 3.024, 0.325], [0.553, -3.320, 5.311], [0.483, -0.122, 5.854], [2.931, 1.870, -4.367], [-0.460, 0.518, 4.509], [1.255, 5.506, -0.614], [-1.546, -0.594, -4.167], [-1.783, 2.095, -2.776], [0.885, -4.207, 4.769], [-5.665, 1.554, 3.926], [2.067, 6.783, -1.519], [-1.496, -0.818, -3.102], [0.478, -2.651, -0.647], [2.603, -1.653, 3.671], [1.343, -3.038, 6.010], [-5.781, 0.469, 3.962], [3.819, 2.470, -4.161], [-0.992, -3.377, 2.519], [-0.325, -3.595, 5.899], [-1.760, -1.022, 1.476], [-0.314, -0.358, 5.144], [0.967, 2.984, -1.745], [-5.442, 0.126, 4.941], [-4.970, -2.249, 2.741], [0.169, -1.888, 4.156], [3.381, 0.166, -2.384], [2.925, 5.347, -4.137], [-0.700, -5.829, -0.630], [-1.177, -3.631, 0.331], [-2.506, -0.951, -2.717], [1.684, -1.463, 3.111], [2.359, 2.356, -5.160], [-6.846, 0.245, 3.882], [2.158, -1.983, -1.827], [2.078, 1.727, -3.098], [-4.547, -0.162, 0.132], [0.387, -0.652, 0.069], [3.265, 6.375, -4.021], [1.273, -0.233, -3.571], [-0.076, -4.983, -0.885], [0.466, 1.103, -4.386], [-1.704, 2.205, -3.856], [-0.325, -3.736, -0.331], [1.934, 5.356, -4.592], [-0.600, 0.650, -2.172], [1.534, 3.100, -2.677], [2.997, 1.126, -2.024], [0.836, 3.461, -3.438]]}

Record 4
{"formula": "C26H54O8S", "method": "the ωB97M-V functional and the def2-TZVPD basis", "homo_lumo_gap_ha": 0.322, "smiles": "C#CCCOC[C@](CSCC)(C[C@H](C)O)OCCCCC(=O)O.CC(C)O.CC(C)O.CC(C)O", "relative_energy_kcal_mol": 182.6, "homo_ev": -8.282, "multiplicity": 1, "symbols": ["C", "O", "H", "H", "H", "C", "C", "C", "C", "H", "H", "H", "H", "H", "H", "H", "H", "C", "H", "O", "H", "O", "H", "O", "H", "H", "C", "H", "S", "O", "H", "H", "H", "H", "C", "H", "H", "C", "C", "H", "H", "H", "H", "H", "C", "C", "O", "H", "H", "C", "H", "C", "C", "H", "C", "C", "H", "C", "H", "H", "C", "C", "H", "H", "C", "H", "C", "H", "H", "H", "O", "C", "C", "C", "H", "O", "H", "H", "H", "H", "H", "H", "H", "C", "H", "H", "H", "H", "H"], "coordinates": [[1.128, -2.648, -1.820], [5.571, -2.592, 0.651], [-4.318, -0.823, 4.949], [-4.887, -1.330, -1.885], [1.854, -1.619, 4.179], [2.697, -1.537, 3.346], [0.067, 0.152, -6.388], [1.953, -5.866, 0.197], [-2.974, 5.235, 1.273], [7.681, -1.803, -0.794], [0.810, 2.061, -3.593], [-3.768, -0.869, 2.374], [8.218, -2.389, 0.774], [-3.107, 6.319, 1.349], [-3.895, -0.299, 0.270], [-2.693, 1.423, -0.833], [4.476, -0.111, 3.347], [0.035, 0.535, -4.917], [3.925, -0.664, 5.130], [-2.730, 0.603, -1.412], [2.817, -2.647, 2.928], [-6.234, 0.146, 2.658], [4.559, -0.137, 0.534], [-3.489, 3.269, -0.010], [-1.003, 0.680, -4.597], [-0.581, 0.620, 2.933], [-3.805, -1.657, -1.558], [-4.745, 4.873, 0.107], [2.099, -0.455, 1.889], [1.446, -1.338, -1.233], [-3.119, -1.846, -2.489], [-1.546, -2.226, -0.545], [1.363, -6.693, 0.807], [5.470, -0.442, -0.939], [7.709, -1.559, 0.274], [3.374, -2.851, -1.223], [1.497, -0.666, -4.416], [-1.031, 1.246, 2.058], [0.508, -1.357, 1.353], [-1.900, 5.016, 1.250], [-3.630, 0.913, 5.210], [4.885, -1.916, 3.966], [-0.111, -1.466, 2.370], [-2.050, 5.088, -1.345], [2.538, -3.542, -1.718], [5.573, -0.244, 0.134], [-6.143, 1.796, 4.532], [0.791, -2.480, -2.937], [-2.250, -0.674, 3.472], [-4.136, 0.226, 4.409], [5.521, -2.775, -0.302], [-1.832, -1.307, 0.162], [-3.222, -0.098, 3.087], [-2.101, -1.819, 1.207], [-0.451, -0.453, 0.365], [2.264, -4.838, -0.731], [-6.253, 0.891, 1.965], [-3.669, 4.682, 0.040], [-3.619, 4.889, -2.114], [8.303, -0.650, 0.410], [-2.674, 1.252, 2.294], [-3.071, -0.537, -0.556], [0.431, 2.646, -5.230], [0.605, 0.623, -1.460], [0.282, -0.456, -1.141], [-0.357, 0.944, -7.012], [-5.598, 0.769, 3.867], [6.104, 0.704, 0.266], [0.278, -3.244, -1.279], [-2.889, 2.154, 3.046], [0.576, -0.530, -4.139], [4.105, -1.014, 4.005], [-3.118, 5.305, -1.233], [0.832, 1.804, -4.657], [-3.372, 4.769, 2.181], [-0.592, 0.949, 0.713], [6.355, -1.185, 1.905], [0.695, -2.453, 0.991], [-3.256, 6.391, -1.233], [1.093, -0.043, -6.720], [-0.497, -0.833, -1.958], [-0.500, -0.770, -6.558], [-2.535, 3.090, -0.070], [6.304, -1.383, 0.828], [-3.287, 1.509, 1.323], [2.954, -3.845, -2.773], [-0.699, 2.373, 2.279], [-3.895, -2.633, -0.914], [1.885, 1.667, -4.928]]}

Going through the records in order, we get electronic energy values of -7079.75636; -10110.39651; -8759.20855; -2022.69086 Eh.